(1)
The following is a quantum chemistry calculation of a structure of composition C30H50BrFeN3P2S, from OMol25.

Each line ends with the Löwdin spin population.
Atoms and positions in Å:
C 4.201 0.949 -7.623  0.003
C 3.342 1.739 -6.829  0.002
C 2.972 3.005 -7.330  0.003
C 3.470 3.411 -8.579  -0.001
N 4.286 2.660 -9.332  0.003
C 4.639 1.456 -8.857  -0.001
C 2.862 1.271 -5.557  0.021
C 2.457 0.876 -4.483  0.002
C 1.980 0.410 -3.217  0.031
C 1.517 -0.918 -3.062  -0.005
C 1.048 -1.369 -1.814  0.048
C 1.027 -0.518 -0.693  0.124
C 1.490 0.802 -0.848  0.061
C 1.960 1.266 -2.091  0.000
Fe 0.342 -1.142 1.048  3.370
P -1.829 -1.253 0.272  0.093
H 2.310 3.658 -6.759  0.000
H 4.520 -0.038 -7.285  0.000
H 3.193 4.390 -8.982  0.000
H 5.305 0.857 -9.485  0.000
H 2.313 2.296 -2.196  0.000
H 1.528 -1.592 -3.923  0.000
H 1.489 1.492 0.000  0.007
H 0.697 -2.402 -1.732  0.003
C -2.955 -1.374 1.747  0.020
C -4.459 -1.145 1.575  0.006
H -2.542 -0.640 2.464  0.001
H -2.729 -2.365 2.185  0.000
H -4.993 -1.496 2.475  0.002
H -4.692 -0.076 1.453  0.000
H -4.870 -1.687 0.712  0.000
C -2.390 0.209 -0.722  0.008
C -2.950 -0.025 -2.134  0.002
H -1.505 0.868 -0.777  0.001
H -3.112 0.747 -0.086  0.000
H -3.151 0.946 -2.618  0.000
H -2.231 -0.565 -2.767  0.000
H -3.893 -0.594 -2.126  0.000
C -2.089 -2.756 -0.785  0.011
C -3.506 -3.335 -0.916  0.004
H -1.420 -3.511 -0.338  0.001
H -1.667 -2.498 -1.773  0.000
H -3.492 -4.191 -1.612  0.001
H -3.870 -3.708 0.052  0.000
H -4.233 -2.604 -1.302  0.000
Br -0.645 -1.926 3.442  0.038
P -1.246 4.835 1.571  0.000
C -2.559 3.628 0.973  0.000
C -3.959 3.888 1.553  0.000
H -2.227 2.595 1.181  0.000
H -2.594 3.737 -0.125  0.000
H -4.735 3.411 0.931  0.000
H -4.059 3.490 2.574  0.000
H -4.172 4.968 1.595  0.000
C -0.246 3.736 2.719  0.000
C 0.521 4.499 3.813  0.000
H 0.466 3.201 2.070  0.000
H -0.910 2.977 3.168  0.000
H 0.729 3.841 4.672  0.000
H 1.484 4.875 3.433  0.000
H -0.054 5.358 4.186  0.000
C -0.090 4.764 0.092  0.000
C -0.234 5.971 -0.849  0.000
H -0.250 3.817 -0.455  0.000
H 0.933 4.729 0.504  0.000
H 0.674 6.099 -1.461  0.000
H -1.082 5.846 -1.540  0.000
H -0.399 6.898 -0.280  0.000
C 1.913 -5.188 1.504  0.004
N 1.850 -4.938 2.958  0.024
C 2.558 -5.895 3.822  0.002
C 1.295 -3.787 3.497  0.023
S 1.003 -2.670 2.327  0.079
N 1.316 -3.498 4.881  0.001
C 0.746 -4.446 5.845  0.002
C 1.846 -2.250 5.448  0.001
H 2.437 -6.131 1.254  0.000
H 2.463 -4.369 1.006  0.001
H 0.887 -5.252 1.098  0.001
H 3.322 -5.360 4.414  0.001
H 1.853 -6.419 4.489  0.001
H 3.075 -6.686 3.249  0.000
H 1.538 -4.831 6.520  0.000
H -0.036 -3.950 6.448  0.000
H 0.246 -5.281 5.321  0.000
H 2.244 -1.597 4.652  0.000
H 1.055 -1.710 6.001  0.000
H 2.676 -2.485 6.146  0.000

Its relative energy (zero: lowest compared OMol25 entry of this formula, charge and spin) is 81.5 kcal per mole. For the LUMO energy (spin up / spin down), the calculation gives -7.960 / -8.181 eV. As for the expectation value of S²: 6.04. The multiplicity is 5. Its net charge is +2. Its HOMO energy (spin up / spin down) is -12.16 / -12.16 eV. For the gap between HOMO and LUMO (spin up / spin down), the calculation gives 4.204 / 3.983 eV.



(2)
The following is a quantum chemistry calculation of a structure of composition C30H50BrMnN3P2S, from OMol25.

Each line ends with the Löwdin spin population.
Atoms and positions in Å:
C -0.730 5.732 -3.572  -0.003
C -1.167 4.577 -4.260  0.000
C -1.284 4.691 -5.678  0.013
C -1.036 5.936 -6.290  0.001
N -0.647 7.017 -5.606  0.003
C -0.507 6.935 -4.278  -0.001
C -1.431 3.365 -3.513  -0.032
C -1.477 2.409 -2.648  -0.043
C -1.718 1.632 -1.418  -0.002
C -0.759 0.722 -0.888  -0.005
C -1.079 -0.129 0.163  0.010
C -2.380 -0.269 0.735  -0.013
C -3.262 0.756 0.326  0.003
C -2.938 1.687 -0.692  -0.014
Mn -1.352 1.687 -4.528  4.026
P 2.409 -0.679 0.598  0.356
H -1.558 3.843 -6.304  0.005
H -0.549 5.727 -2.502  0.000
H -1.159 6.076 -7.374  0.000
H -0.211 7.858 -3.752  0.000
H -3.660 2.475 -0.941  0.000
H 0.283 0.736 -1.283  0.005
H -4.214 0.818 0.834  0.000
H -0.263 -0.705 0.587  0.006
C 2.299 -2.123 1.738  0.025
C 3.100 -3.368 1.383  0.008
H 1.227 -2.365 1.778  0.002
H 2.565 -1.751 2.736  0.001
H 2.997 -4.109 2.181  0.002
H 2.747 -3.838 0.460  0.001
H 4.168 -3.166 1.273  0.000
C 3.023 -1.415 -1.005  0.091
C 3.298 -0.350 -2.067  0.004
H 2.242 -2.111 -1.363  0.000
H 3.927 -2.009 -0.799  0.014
H 3.312 -0.824 -3.056  0.000
H 2.530 0.434 -2.081  0.002
H 4.277 0.128 -1.922  0.000
C 3.977 0.157 1.199  0.022
C 5.280 -0.631 1.088  0.012
H 3.777 0.443 2.245  -0.001
H 4.042 1.096 0.623  0.002
H 6.109 0.035 1.356  0.002
H 5.310 -1.482 1.781  0.000
H 5.474 -0.994 0.071  0.001
Br -2.736 -1.704 1.844  -0.004
P -2.091 -2.254 -2.937  0.007
C -0.491 -2.483 -2.057  0.001
C -0.018 -3.934 -2.167  0.000
H -0.647 -2.224 -1.004  0.000
H 0.214 -1.759 -2.481  0.000
H 1.064 -4.006 -2.025  0.000
H -0.487 -4.555 -1.392  0.000
H -0.259 -4.368 -3.145  0.000
C -3.224 -2.539 -1.497  0.001
C -4.441 -3.431 -1.775  0.000
H -3.539 -1.565 -1.101  0.000
H -2.657 -3.016 -0.680  0.000
H -5.018 -3.594 -0.852  0.000
H -5.105 -2.967 -2.512  0.000
H -4.114 -4.411 -2.141  0.000
C -2.357 -0.589 -3.648  0.025
C -2.910 -0.834 -5.054  0.012
H -1.430 0.048 -3.662  0.013
H -3.086 -0.121 -2.981  0.002
H -3.242 0.096 -5.531  0.004
H -2.143 -1.316 -5.677  0.001
H -3.763 -1.520 -5.014  0.002
C 2.131 1.780 7.290  0.001
C 1.035 1.547 6.268  0.004
N 1.632 1.021 5.012  0.054
C 0.797 0.766 3.958  0.044
S 1.170 1.258 2.383  0.294
N -0.401 0.179 4.264  0.028
C -0.432 -1.032 5.124  0.002
C -1.760 -1.143 5.850  0.000
H 2.829 0.940 7.333  0.000
H 1.689 1.897 8.281  0.000
H 2.685 2.695 7.064  0.000
H 0.311 0.810 6.628  0.000
H 0.494 2.487 6.058  0.002
H 2.484 1.514 4.731  0.001
H -1.035 0.116 3.469  0.000
H -0.275 -1.926 4.498  0.001
H 0.407 -0.979 5.823  0.000
H -2.577 -1.358 5.151  0.000
H -1.703 -1.962 6.575  0.000
H -1.992 -0.220 6.395  0.000

Its relative energy (zero: lowest compared OMol25 entry of this formula, charge and spin) is 65.9 kcal per mole. For the LUMO energy (spin up / spin down), the calculation gives -6.226 / -7.886 eV. As for the expectation value of S²: 8.86. The multiplicity is 6. Its net charge is +2. Its HOMO energy (spin up / spin down) is -12.68 / -12.70 eV. For the gap between HOMO and LUMO (spin up / spin down), the calculation gives 6.458 / 4.816 eV.



(3)
The following is a quantum chemistry calculation of a cluster of 5 separate species, C30H50O13 in total, from OMol25.

Each line ends with the Mulliken charge.
Atoms and positions in Å:
C -2.507 4.402 -4.373  -1.539
C -1.472 3.845 -3.345  1.077
C -0.940 4.729 -2.330  -0.856
C -0.005 4.229 -1.343  -0.629
C 0.415 2.824 -1.341  0.566
C 1.380 2.353 -0.218  -1.584
C 0.720 1.408 0.872  0.311
C -0.218 2.200 1.875  -0.029
C -1.625 2.529 1.309  0.286
O -2.104 2.135 0.293  -0.410
O -2.439 3.361 2.141  -0.515
O 0.070 0.241 0.321  0.050
C 0.946 -0.596 -0.330  0.447
O 2.127 -0.697 -0.114  -0.605
C 0.340 -1.553 -1.445  -0.367
C -1.221 -1.379 -1.593  -0.394
O -1.783 -1.929 -0.381  -0.546
C -0.119 1.992 -2.400  0.813
C -1.057 2.455 -3.416  -1.315
H -2.510 3.832 -5.333  0.305
H -2.359 5.501 -4.501  0.354
H -3.521 4.260 -3.902  0.338
H -1.246 5.798 -2.305  0.300
H 0.411 4.901 -0.561  0.281
H 1.786 3.281 0.271  0.481
H 2.231 1.813 -0.699  0.366
H 1.585 1.060 1.508  0.436
H 0.323 3.074 2.316  0.384
H -0.385 1.493 2.741  -0.232
H -2.974 2.726 2.656  0.344
H 0.777 -1.192 -2.418  0.229
H 0.602 -2.619 -1.242  0.071
H -1.509 -0.304 -1.715  0.313
H -1.639 -1.975 -2.447  0.358
H -2.620 -1.489 -0.165  0.295
H 0.193 0.929 -2.460  0.274
H -1.421 1.745 -4.189  0.307
O 0.099 3.094 -5.805  -0.523
C 1.132 2.541 -6.082  0.806
O 2.098 2.428 -5.154  -0.293
C 3.268 1.618 -5.306  -0.395
C 4.371 2.377 -6.014  -1.079
C 1.402 2.052 -7.483  -1.190
H 3.030 0.672 -5.796  0.381
H 3.595 1.368 -4.295  0.315
H 4.080 2.653 -7.029  0.276
H 5.279 1.774 -6.068  0.383
H 4.595 3.304 -5.484  0.311
H 1.825 2.868 -8.070  0.293
H 0.456 1.746 -7.927  0.315
H 2.058 1.186 -7.526  0.386
O -1.078 -4.902 -4.448  -0.565
C -0.799 -5.598 -3.508  0.748
O -0.234 -5.053 -2.415  -0.299
C -0.053 -5.741 -1.172  -0.186
C 1.248 -6.517 -1.161  -1.023
C -0.983 -7.093 -3.567  -1.020
H -0.915 -6.368 -0.940  0.397
H -0.017 -4.968 -0.402  0.106
H 1.257 -7.297 -1.925  0.275
H 1.409 -6.984 -0.188  0.376
H 2.089 -5.854 -1.375  0.311
H -0.095 -7.545 -4.010  0.267
H -1.845 -7.307 -4.199  0.310
H -1.188 -7.547 -2.600  0.326
O 2.951 1.029 4.410  -0.570
C 2.156 1.125 5.309  0.821
O 1.168 2.033 5.234  -0.351
C 0.054 2.095 6.140  0.051
C 0.393 2.919 7.365  -1.247
C 2.301 0.306 6.566  -1.039
H -0.302 1.095 6.395  0.098
H -0.756 2.580 5.594  0.337
H 1.206 2.471 7.938  0.272
H -0.477 3.013 8.016  0.406
H 0.723 3.918 7.072  0.317
H 2.961 0.830 7.258  0.292
H 2.750 -0.651 6.301  0.315
H 1.355 0.081 7.053  0.328
O -3.074 -0.524 6.953  -0.575
C -2.788 -1.327 6.104  0.811
O -1.504 -1.475 5.729  -0.332
C -1.016 -2.521 4.887  -0.660
C -1.147 -2.126 3.435  -0.432
C -3.855 -2.107 5.379  -1.030
H -1.498 -3.474 5.115  0.329
H 0.040 -2.645 5.133  0.375
H -2.189 -1.980 3.148  0.211
H -0.715 -2.889 2.786  0.317
H -0.633 -1.180 3.255  0.066
H -4.212 -1.521 4.532  0.252
H -4.681 -2.278 6.068  0.322
H -3.527 -3.087 5.040  0.338

For the LUMO energy, the calculation gives 0.287 eV. Its net charge is 0. Its HOMO energy is -7.86 eV. For the gap between HOMO and LUMO, the calculation gives 8.149 eV.